No. 1
Computed, not measured: an isolated ion of composition C4H8NO and charge +1 in a non-equilibrium geometry, with ωB97M-V/def2-TZVPD.

Each line ends with the Löwdin spin population.
CARTESIAN COORDINATES (ANGSTROEM)
C -0.22760 1.46992 0.35828  0.791
C 1.07327 0.35544 -0.45786  0.631
C 2.13829 -0.21090 0.38335  0.103
C -1.45881 -0.56602 -0.33068  0.051
N -0.38101 0.33512 -0.15393  0.251
O -2.64164 -0.08994 0.14031  0.005
H -0.80748 2.36399 0.49742  0.077
H 1.25554 0.48434 -1.49796  0.022
H 2.78169 -0.99677 0.03581  0.022
H 1.57724 -0.73226 1.28196  0.002
H 2.78373 0.55197 0.77632  0.030
H -1.42662 -0.78548 -1.47042  0.008
H -1.17152 -1.47450 0.23754  0.004
H -3.49507 -0.70492 0.19986  0.002

Values from the calculation:
expectation value of S² = 2.006
HOMO energy (spin up / spin down) = -12.28 / -15.43 eV
ΔE to the lowest compared entry with this formula, charge and spin = 3.155 eV
net charge = +1
2S+1 = 3
E = -286.66537 Ha
frontier orbital gap (spin up / spin down) = 7.39 / 7.52 eV



No. 2
Computed, not measured: C27H24CoN4O6S as an isolated structure in a non-equilibrium geometry, with ωB97M-V/def2-TZVPD.

Each line ends with the Löwdin spin population.
CARTESIAN COORDINATES (ANGSTROEM)
Co 0.95651 1.22854 -0.60380  2.800
C -2.33387 3.02015 -1.65211  0.000
C -0.97165 3.48586 -2.02144  0.007
N 0.16773 3.01074 -1.50629  0.041
C 1.20535 3.55551 -2.26314  0.003
C 0.68564 4.49989 -3.13447  0.002
N -0.70181 4.45027 -2.92709  0.003
C 1.33645 5.44602 -4.06162  0.000
O 2.62709 5.65682 -3.83751  0.001
O 0.69795 6.18275 -4.77501  0.001
C 2.55064 2.97379 -2.14938  0.009
O 3.45596 3.45329 -2.84814  0.012
O 2.58422 1.89214 -1.40470  0.094
H -2.52973 2.07632 -2.18261  0.000
H -3.09980 3.83134 -1.83853  0.000
H -2.37556 2.79465 -0.55739  0.000
H -1.36458 5.06877 -3.46677  0.000
H 3.00510 4.74396 -3.34334  0.000
C 2.21769 -1.65339 4.63762  0.001
N 2.51934 -0.67117 3.57668  0.007
N 1.70679 0.45587 3.30401  0.006
C 1.93472 0.80791 1.96897  0.009
O 1.27200 1.68014 1.31767  0.068
C 3.03499 0.03899 1.47154  0.010
C 3.28484 -0.92544 2.47133  0.002
C 4.33470 -1.99983 2.46121  0.000
C 1.19311 1.36517 4.26345  0.001
C 1.87914 1.60423 5.45222  0.000
C 1.39460 2.47941 6.40321  0.000
C 0.18945 3.21081 6.18107  0.000
C -0.44534 3.04024 4.92965  0.000
C 0.02915 2.09975 3.98576  0.001
H 1.62863 -1.21567 5.48731  0.000
H 3.16012 -2.08348 5.01588  0.000
H 1.57939 -2.48038 4.28424  0.000
H 3.56746 0.18325 0.52035  0.001
H 4.72357 -2.05934 1.43461  0.000
H 3.84927 -2.93798 2.71742  0.000
H 5.14646 -1.83633 3.22958  0.000
H 2.76485 1.03383 5.63395  0.000
H 1.89792 2.68198 7.34381  0.000
H -0.24324 3.83569 6.97518  0.000
H -1.38075 3.59934 4.68621  0.000
H -0.40052 1.92707 2.98078  0.000
C -5.69221 -6.35697 -4.91408  0.003
C -4.91000 -5.44662 -4.08232  0.015
O -5.13610 -4.24569 -4.07787  0.003
S -3.41242 -6.14946 -3.40198  0.029
C -2.67709 -4.66245 -2.91989  0.126
C -3.02452 -4.06707 -1.68932  -0.007
C -2.28781 -3.02262 -1.14669  0.066
C -1.23249 -2.47318 -1.88352  0.068
C -0.94740 -3.03182 -3.16063  0.088
C -1.53386 -4.19312 -3.58084  -0.005
C -0.48348 -1.39823 -1.34460  0.241
C 0.20127 -0.41858 -1.01799  0.294
H -6.69672 -5.91987 -4.88401  0.001
H -5.70013 -7.38782 -4.57410  0.000
H -5.35407 -6.34139 -5.96451  0.000
H -3.87949 -4.51372 -1.18231  -0.002
H -2.53931 -2.61149 -0.15015  0.001
H -0.18396 -2.48299 -3.75646  0.002
H -1.24421 -4.82841 -4.42906  -0.002

Values from the calculation:
expectation value of S² = 6.047
HOMO energy (spin up / spin down) = -11.42 / -11.42 eV
net charge = +1
2S+1 = 5
E = -3494.41443 Ha
frontier orbital gap (spin up / spin down) = 8.05 / 4.70 eV



No. 3
Computed, not measured: a 8-piece molecular cluster, C16H32Cl16 overall in a non-equilibrium geometry, with ωB97M-V/def2-TZVPD.

Each line ends with the Löwdin charge.
CARTESIAN COORDINATES (ANGSTROEM)
Cl -2.86382 0.41364 -1.05571  0.554
C -1.15880 -0.02229 -1.40843  -0.619
C -0.48807 -0.48224 -0.07297  -0.653
Cl -0.19151 0.85728 1.04613  0.578
H -0.66829 0.83433 -1.87070  0.014
H -1.16560 -0.84786 -2.12011  0.020
H 0.48097 -0.91312 -0.32478  0.024
H -1.02742 -1.16796 0.58047  0.033
Cl 1.98042 -1.25585 3.16310  0.566
C 2.46713 0.44795 3.14865  -0.671
C 3.38930 0.75357 4.32148  -0.673
Cl 2.71062 0.39490 5.92209  0.544
H 1.55349 1.04241 3.14901  0.029
H 2.95350 0.64983 2.19431  0.068
H 3.67458 1.80228 4.23827  0.075
H 4.28682 0.14145 4.23279  0.063
Cl -2.37011 -6.26383 -2.70746  0.516
C -1.66322 -6.13076 -1.05864  -0.634
C -0.99104 -4.76270 -0.78777  -0.609
Cl -2.25011 -3.45945 -0.65874  0.553
H -1.00661 -7.00046 -1.08261  0.058
H -2.41761 -6.36986 -0.30910  0.066
H -0.29369 -4.48411 -1.57782  0.027
H -0.35054 -4.69140 0.09131  0.015
Cl 0.24781 3.14207 -3.05768  0.548
C 1.01464 4.30739 -1.88053  -0.619
C 1.76474 3.73435 -0.68316  -0.643
Cl 2.88974 2.43086 -1.14677  0.516
H 0.18386 4.78857 -1.36440  0.010
H 1.66101 5.05183 -2.34542  0.079
H 1.11223 3.21886 0.02154  0.011
H 2.34868 4.55095 -0.25857  0.080
Cl 4.26375 -3.32480 -4.09128  0.499
C 3.61649 -1.62458 -4.06567  -0.606
C 2.65474 -1.39849 -2.87469  -0.649
Cl 1.11283 -2.29680 -2.99954  0.572
H 3.16333 -1.37144 -5.02412  0.071
H 4.47366 -0.95528 -3.99221  0.068
H 2.46748 -0.32471 -2.87105  0.054
H 3.03564 -1.61941 -1.87759  0.011
Cl -1.92831 3.84451 -0.24070  0.589
C -2.83740 4.08010 -1.73756  -0.662
C -4.26190 4.60624 -1.41515  -0.684
Cl -5.20649 4.69725 -2.88118  0.590
H -2.80238 3.06341 -2.12898  0.018
H -2.23306 4.72518 -2.37532  0.056
H -4.23208 5.57566 -0.91770  0.073
H -4.71571 3.89674 -0.72323  0.051
Cl -5.76444 3.82596 4.02672  0.558
C -4.96870 3.63178 2.48459  -0.719
C -4.15717 2.27758 2.28251  -0.534
Cl -2.69908 2.53469 3.39553  0.468
H -4.32489 4.51115 2.46699  0.040
H -5.80223 3.79251 1.80084  0.051
H -3.86764 1.99478 1.27044  0.014
H -4.70101 1.42347 2.68602  0.061
Cl 2.36900 -3.15586 0.21443  0.555
C 3.39867 -4.39638 1.04221  -0.580
C 2.81163 -4.75194 2.42039  -0.614
Cl 1.32108 -5.78251 2.30501  0.521
H 4.29847 -3.79513 1.17240  0.062
H 3.66093 -5.22578 0.38539  0.078
H 2.54243 -3.81568 2.90931  -0.003
H 3.49931 -5.35288 3.01541  0.070

Values from the calculation:
HOMO energy = -10.47 eV
ΔE to the lowest compared entry with this formula, charge and spin = 1.250 eV
SMILES = ClCCCl.ClCCCl.ClCCCl.ClCCCl.ClCCCl.ClCCCl.ClCCCl.ClCCCl
net charge = 0
2S+1 = 1
E = -7991.91310 Ha
frontier orbital gap = 10.70 eV



No. 4
Computed, not measured: C20H28BGeIO2W as an isolated structure in a non-equilibrium geometry, with ωB97M-V/def2-TZVPD.

Each line ends with the Löwdin charge.
CARTESIAN COORDINATES (ANGSTROEM)
W 0.91280 0.27531 -0.39188  1.331
I 3.44833 -1.17594 -0.24980  1.323
C 3.57600 -0.85778 1.79103  -0.590
C 4.72060 -1.13738 2.46996  -0.106
C 4.69382 -1.04676 3.88172  -0.035
C 3.53189 -0.74714 4.52576  0.007
C 2.33331 -0.48151 3.81177  -0.141
C 1.11449 -0.25095 4.48724  0.002
C -0.03688 -0.05156 3.78445  -0.037
C -0.00395 0.00203 2.37347  -0.125
C 1.16966 -0.18064 1.67220  -0.296
C 2.35611 -0.48758 2.39254  -0.241
H 5.62863 -1.43411 1.96307  0.114
H 5.59609 -1.25032 4.44102  0.124
H 3.50028 -0.71925 5.60738  0.131
H 1.10869 -0.25499 5.56943  0.131
H -0.97639 0.09958 4.29845  0.121
H -0.92987 0.24476 1.86408  0.076
C -2.52954 -2.72685 -2.55229  0.008
C -2.46231 -2.20068 -1.13317  -0.414
C -3.46307 -2.89783 -0.23720  0.015
O -1.11566 -2.57340 -0.62129  0.164
B -0.36637 -1.49332 -0.56109  -0.617
O -0.99853 -0.28000 -0.88640  -0.121
C -2.53300 -0.61239 -1.03014  -0.322
C -3.17700 -0.07135 0.21979  0.007
C -3.03904 0.07665 -2.26850  0.000
H -2.34526 -3.79941 -2.52928  0.113
H -1.77993 -2.27049 -3.19907  0.100
H -3.51479 -2.56397 -2.98761  0.110
H -3.34024 -3.97367 -0.34886  0.112
H -4.48272 -2.64747 -0.53272  0.113
H -3.32531 -2.64698 0.81134  0.098
H -2.78141 -0.52727 1.12653  0.092
H -4.24460 -0.28669 0.18282  0.120
H -3.05746 1.01110 0.26952  0.109
H -2.46311 -0.16254 -3.15659  0.091
H -3.06262 1.15500 -2.12481  0.092
H -4.06676 -0.25127 -2.43508  0.124
C 1.62083 4.39684 -1.97227  -0.165
Ge 0.83768 2.67506 -1.59551  0.819
C -0.40882 2.18330 -3.01099  -0.196
C 2.36059 1.31599 -2.05877  -0.326
C 0.53481 1.95371 0.29562  -0.279
H 1.87108 4.34567 -3.03190  0.048
H 2.51018 4.59190 -1.37775  0.050
H 0.89660 5.19181 -1.80516  0.048
H -0.01261 2.64405 -3.91792  0.050
H -1.40952 2.56852 -2.83946  0.034
H -0.47925 1.10953 -3.17632  0.018
H 2.55990 1.97851 -2.90658  0.064
H 2.26019 0.32665 -2.53397  0.029
H 3.22081 1.33306 -1.39925  -0.020
H 0.04266 2.58246 1.03241  0.043

Values from the calculation:
HOMO energy = -13.59 eV
ΔE to the lowest compared entry with this formula, charge and spin = 2.103 eV
net charge = +2
2S+1 = 1
E = -3395.26158 Ha
frontier orbital gap = 5.70 eV